1.
{
  "formula": "C6H12",
  "method": "ωB97M-V/def2-TZVPD",
  "elements": ["C", "C", "C", "C", "C", "C", "H", "H", "H", "H", "H", "H", "H", "H", "H", "H", "H", "H"],
  "coordinates": [[2.09, 0.83, 0.48], [0.16, -1.21, -0.74], [-0.31, -0.03, 0.07], [-0.71, 1.08, -0.82], [-1.43, -0.44, 1.03], [1.07, 0.04, 0.80], [-0.84, -0.93, -1.80], [0.06, 1.47, -1.47], [2.14, 1.39, -0.45], [1.09, -0.49, 1.75], [-1.18, 0.18, -1.82], [2.92, 0.97, 1.16], [0.93, -1.01, -1.48], [-2.30, -0.78, 0.47], [0.30, -2.14, -0.21], [-1.71, 0.42, 1.65], [-1.15, 1.92, -0.29], [-1.12, -1.26, 1.68]],
  "lowdin_charge": [0.004, -0.060, -0.690, -0.060, -0.053, -0.151, 0.132, 0.057, 0.055, 0.102, 0.128, 0.050, 0.071, 0.086, 0.085, 0.084, 0.080, 0.079],
  "homo_lumo_gap_ev": 9.49,
  "homo_energy_ev": -8.566,
  "fmax_ev_per_a": 4.80,
  "e_tot_ha": -235.6414
}

2.
{
  "formula": "C32H70N6O13S",
  "method": "ωB97M-V/def2-TZVPD",
  "elements": ["S", "O", "O", "O", "O", "O", "O", "O", "O", "O", "O", "O", "O", "O", "N", "N", "N", "N", "N", "N", "C", "C", "C", "C", "C", "C", "C", "C", "C", "C", "C", "C", "C", "C", "C", "C", "C", "C", "C", "C", "C", "C", "C", "C", "C", "C", "C", "C", "C", "C", "C", "C", "H", "H", "H", "H", "H", "H", "H", "H", "H", "H", "H", "H", "H", "H", "H", "H", "H", "H", "H", "H", "H", "H", "H", "H", "H", "H", "H", "H", "H", "H", "H", "H", "H", "H", "H", "H", "H", "H", "H", "H", "H", "H", "H", "H", "H", "H", "H", "H", "H", "H", "H", "H", "H", "H", "H", "H", "H", "H", "H", "H", "H", "H", "H", "H", "H", "H", "H", "H", "H", "H"],
  "coordinates": [[-0.36, -0.61, -0.10], [3.40, -0.89, -5.70], [1.21, -7.30, -1.84], [-5.76, 1.87, 5.88], [-4.74, -3.02, -0.87], [-0.38, 6.85, 2.48], [3.94, -2.23, -0.61], [-0.07, 0.21, -1.27], [0.79, -0.19, 1.06], [3.73, 2.62, 0.83], [2.58, 2.35, 6.83], [-2.04, 0.48, -5.59], [-0.45, -2.02, -0.34], [-1.57, 0.01, 0.79], [-5.53, -0.37, 5.42], [-4.04, 0.80, -4.71], [3.29, -2.59, 1.56], [2.90, 3.43, 4.90], [1.48, -5.48, -3.03], [4.00, 3.86, -1.02], [2.61, 4.72, 6.95], [4.98, -0.97, 1.14], [-1.11, 5.75, 2.95], [2.66, 3.39, 6.15], [0.77, 6.53, 1.74], [-2.43, -0.51, -3.47], [-3.37, -2.77, -0.60], [-0.31, 4.58, 2.41], [3.81, 4.40, -2.36], [-4.70, -0.16, 4.17], [-2.83, 0.31, -4.70], [-6.83, 0.30, 7.34], [1.34, -6.79, -2.93], [1.32, -4.47, -2.01], [2.22, -3.62, 1.52], [1.04, -1.21, -5.67], [-2.55, -3.94, -1.14], [1.05, 5.14, 2.24], [2.24, -0.87, -6.56], [-6.03, 0.67, 6.07], [4.00, -1.99, 0.59], [3.32, 2.90, -0.30], [0.32, 0.91, 1.90], [1.54, -7.66, -4.15], [-4.75, 1.30, -5.87], [3.02, 2.34, 3.89], [-4.77, -4.27, -1.62], [2.25, 2.08, -0.97], [-1.13, 1.27, 1.47], [3.00, -0.58, -4.41], [-3.55, -5.06, -1.19], [1.73, -1.43, -4.32], [2.29, 2.62, 3.12], [1.69, 7.06, 1.99], [1.68, 1.50, -0.23], [4.82, 4.18, -0.52], [1.62, 4.60, 1.49], [-4.57, 0.85, -3.86], [5.15, -0.77, 2.20], [-7.56, 1.08, 7.57], [1.14, -1.16, -3.45], [-2.46, 0.13, -2.58], [3.46, 4.87, 7.62], [-0.31, 3.70, 3.05], [-5.26, -0.14, 3.23], [1.81, -5.14, -3.93], [0.24, 0.72, 2.97], [0.48, -3.89, -2.38], [2.30, -1.55, -7.41], [-2.12, 5.74, 2.53], [2.70, 1.31, -1.59], [-3.40, -5.83, -1.95], [1.53, -3.66, 0.67], [1.47, 2.69, -1.44], [2.92, 1.33, 4.29], [4.43, 3.87, -3.08], [-1.89, 1.43, 2.24], [1.55, -7.04, -5.04], [-5.77, 0.91, -5.82], [-4.09, 0.74, 4.16], [-4.58, -4.02, -2.66], [0.94, 1.80, 1.80], [-3.86, -0.84, 4.04], [1.70, 4.75, 7.54], [-3.67, -5.40, -0.16], [3.74, -2.51, 2.46], [2.11, 0.16, -6.91], [-3.00, -1.78, -0.87], [2.76, 4.26, -2.64], [-6.07, 0.17, 8.12], [-1.77, -4.18, -0.41], [5.87, -1.38, 0.68], [2.29, -3.98, -2.01], [0.84, -8.50, -4.24], [0.54, -2.06, -6.15], [3.96, 2.36, 3.34], [-7.38, -0.63, 7.23], [3.29, 4.36, 4.81], [-0.65, 4.39, 1.39], [-3.43, -2.85, 0.49], [2.76, 0.43, -4.08], [-1.41, -0.89, -3.49], [2.77, 5.56, 6.27], [4.61, 0.00, 0.81], [-5.66, -4.87, -1.45], [2.68, -4.60, 1.54], [1.53, -3.62, 2.37], [1.98, -2.45, -4.03], [3.92, 5.48, -2.44], [-4.21, 0.84, -6.69], [1.56, 5.13, 3.21], [-4.59, 2.37, -6.00], [1.14, -4.87, -1.01], [2.52, -8.11, -4.33], [-5.39, -1.13, 6.07], [-1.23, 5.78, 4.03], [-2.16, -3.54, -2.08], [0.45, -0.30, -5.65], [-3.15, -1.32, -3.45], [0.57, 6.59, 0.66], [-1.18, 2.19, 0.89], [3.73, -1.06, -3.76]],
  "lowdin_charge": [0.695, -0.130, 0.030, 0.021, -0.138, -0.118, 0.032, -0.259, -0.212, 0.000, -0.011, 0.059, -0.223, -0.220, 0.022, -0.010, 0.026, 0.027, -0.002, 0.013, 0.002, 0.001, -0.194, -0.587, -0.191, 0.012, -0.232, -0.189, -0.071, -0.051, -0.597, -0.010, -0.576, -0.057, -0.045, -0.148, -0.195, -0.201, -0.187, -0.560, -0.570, -0.513, -0.159, -0.007, -0.055, -0.008, -0.200, 0.009, -0.104, -0.224, -0.168, -0.166, 0.036, 0.124, 0.034, 0.133, 0.108, 0.141, 0.075, 0.081, 0.086, 0.071, 0.080, 0.115, 0.080, 0.131, 0.131, 0.078, 0.116, 0.118, 0.098, 0.123, 0.046, 0.087, 0.093, 0.084, 0.125, 0.064, 0.089, 0.063, 0.115, 0.086, 0.071, 0.085, 0.123, 0.125, 0.112, 0.085, 0.074, 0.083, 0.105, 0.089, 0.084, 0.083, 0.111, 0.074, 0.070, 0.127, 0.114, 0.120, 0.113, 0.069, 0.061, 0.069, 0.122, 0.084, 0.080, 0.088, 0.081, 0.083, 0.109, 0.086, 0.074, 0.080, 0.131, 0.123, 0.108, 0.094, 0.081, 0.123, 0.108, 0.124],
  "homo_lumo_gap_ev": 9.11,
  "homo_energy_ev": -9.086,
  "fmax_ev_per_a": 7.55,
  "smiles": "O=S1(=O)OCCO1.CNC(C)=O.CNC(C)=O.CNC(C)=O.CNC(C)=O.CNC(C)=O.CNC(C)=O.C1CCOC1.C1CCOC1.C1CCOC1",
  "e_tot_ha": -2965.9655
}

3.
{
  "formula": "C20H35N3O2",
  "method": "ωB97M-V/def2-TZVPD",
  "elements": ["O", "O", "N", "N", "N", "C", "C", "C", "C", "C", "C", "C", "C", "C", "C", "C", "C", "C", "C", "C", "C", "C", "C", "C", "C", "H", "H", "H", "H", "H", "H", "H", "H", "H", "H", "H", "H", "H", "H", "H", "H", "H", "H", "H", "H", "H", "H", "H", "H", "H", "H", "H", "H", "H", "H", "H", "H", "H", "H", "H"],
  "coordinates": [[4.80, -0.34, 0.73], [0.01, 0.50, -1.57], [1.16, 2.23, -0.69], [2.56, -0.40, 0.47], [-0.92, 1.61, 0.18], [-4.54, 1.01, -0.82], [-3.22, 1.78, -0.69], [1.53, 3.10, 0.41], [-5.06, 0.61, 0.56], [2.54, 2.41, 1.32], [-2.71, 0.54, 1.43], [0.07, 1.41, -0.75], [-2.19, 0.92, 0.05], [1.42, -2.33, 1.44], [-4.02, -0.22, 1.30], [0.01, -2.33, 0.87], [3.63, 2.21, -0.96], [1.20, -3.55, -0.99], [2.43, -1.84, 0.39], [-1.24, -2.93, -1.22], [3.68, 1.77, 0.51], [2.26, 1.96, -1.61], [-0.14, -3.36, -0.26], [1.98, -2.25, -1.02], [3.74, 0.23, 0.58], [4.65, 2.09, 0.91], [-0.96, 2.50, 0.65], [-2.84, 2.03, -1.68], [2.16, 2.61, -2.49], [-1.41, -3.68, -1.99], [1.35, -1.46, -1.44], [1.79, -4.32, -0.50], [-2.87, 1.45, 2.02], [-4.40, -0.49, 2.30], [-5.28, 1.63, -1.33], [3.42, -2.24, 0.62], [1.96, 4.01, -0.02], [2.94, 3.15, 2.02], [0.65, 3.40, 0.99], [2.17, 0.93, -1.95], [-2.18, -2.78, -0.68], [-5.99, 0.04, 0.46], [-0.43, -4.33, 0.18], [1.68, -3.34, 1.76], [1.73, 0.12, 0.27], [-0.72, -2.53, 1.66], [-1.97, -0.07, 1.95], [3.88, 3.27, -1.01], [-5.28, 1.51, 1.14], [-3.85, -1.15, 0.76], [-3.39, 2.71, -0.14], [1.48, -1.69, 2.32], [-4.37, 0.11, -1.42], [4.39, 1.66, -1.52], [-0.21, -1.33, 0.47], [2.86, -2.34, -1.67], [-0.97, -1.99, -1.71], [1.01, -3.89, -2.01], [2.03, 1.65, 1.92], [-1.99, 0.02, -0.54]],
  "lowdin_charge": [0.062, 0.037, -0.050, 0.121, 0.119, -0.197, -0.145, -0.146, -0.208, -0.110, -0.152, -0.534, -0.332, -0.130, -0.197, -0.169, -0.121, -0.161, -0.281, -0.068, -0.206, -0.133, -0.364, -0.129, -0.464, 0.143, 0.125, 0.119, 0.129, 0.076, 0.093, 0.114, 0.119, 0.110, 0.109, 0.146, 0.128, 0.115, 0.111, 0.113, 0.069, 0.108, 0.134, 0.117, 0.111, 0.115, 0.105, 0.113, 0.113, 0.107, 0.119, 0.116, 0.117, 0.127, 0.090, 0.120, 0.068, 0.112, 0.114, 0.132],
  "homo_lumo_gap_ev": 9.59,
  "homo_energy_ev": -9.027,
  "fmax_ev_per_a": 0.68,
  "smiles": "C[C@H]1CC[C@@H](NC(=O)C2CCN(C(=O)NC3CCCCC3)CC2)CC1",
  "e_tot_ha": -1097.9204
}

4.
{
  "formula": "C23H26N2O6",
  "method": "ωB97M-V/def2-TZVPD",
  "elements": ["O", "O", "O", "O", "O", "O", "N", "N", "C", "C", "C", "C", "C", "C", "C", "C", "C", "C", "C", "C", "C", "C", "C", "C", "C", "C", "C", "C", "C", "C", "C", "H", "H", "H", "H", "H", "H", "H", "H", "H", "H", "H", "H", "H", "H", "H", "H", "H", "H", "H", "H", "H", "H", "H", "H", "H", "H"],
  "coordinates": [[-4.68, -4.49, -0.56], [0.59, 0.69, -2.81], [-1.20, 0.08, 3.18], [3.42, 0.44, -2.70], [-3.73, -3.84, -2.48], [1.92, -1.40, 0.22], [0.13, -0.80, 1.52], [1.04, 2.16, 3.00], [-0.85, -1.57, 0.85], [-0.83, -1.65, -0.54], [-1.79, -2.40, -1.20], [-4.70, -4.60, -3.18], [-2.78, -3.06, -0.48], [-3.83, -3.87, -1.14], [0.75, 3.70, 1.08], [3.45, 1.99, -0.95], [2.19, 0.19, 2.03], [2.84, 2.83, -0.03], [1.46, 2.92, 0.02], [2.89, -0.83, -3.05], [2.70, 1.23, -1.85], [1.46, -0.76, 1.12], [-2.79, -2.98, 0.91], [-1.83, -2.24, 1.58], [0.71, 2.20, -0.91], [1.30, 1.38, -1.86], [1.15, 0.71, 3.02], [0.07, 2.74, 2.08], [-0.77, 1.00, -2.98], [-0.13, -0.02, 2.64], [1.01, 2.78, 4.31], [-1.77, -2.47, -2.27], [1.07, 3.86, 4.18], [1.40, 0.41, 4.04], [-0.71, 3.27, 2.64], [3.03, -0.32, 2.50], [1.45, 4.33, 1.62], [-1.84, -2.18, 2.66], [-0.06, -1.15, -1.10], [-3.56, -3.51, 1.46], [-0.92, 2.07, -3.17], [4.52, 1.89, -0.99], [-4.48, -4.47, -4.24], [-0.02, 4.33, 0.64], [2.09, -0.74, -3.79], [-1.09, 0.43, -3.85], [3.44, 3.39, 0.66], [2.60, 1.01, 1.43], [-0.43, 1.95, 1.51], [2.52, -1.35, -2.17], [-1.38, 0.69, -2.12], [3.73, -1.38, -3.48], [-5.70, -4.24, -2.96], [-4.64, -5.65, -2.90], [-0.36, 2.30, -0.89], [1.87, 2.45, 4.88], [0.09, 2.55, 4.87]],
  "lowdin_charge": [0.115, -0.109, 0.124, -0.065, -0.046, 0.117, 0.119, -0.166, -0.151, 0.010, 0.008, -0.047, -0.121, -0.458, -0.119, 0.006, 0.007, -0.063, -0.248, -0.065, -0.212, -0.382, 0.010, 0.018, 0.023, -0.192, -0.196, -0.173, -0.080, -0.370, -0.078, 0.120, 0.086, 0.159, 0.125, 0.137, 0.113, 0.115, 0.099, 0.123, 0.101, 0.124, 0.093, 0.118, 0.085, 0.099, 0.116, 0.106, 0.111, 0.081, 0.084, 0.094, 0.098, 0.098, 0.117, 0.087, 0.094],
  "homo_lumo_gap_ev": 8.48,
  "homo_energy_ev": -8.160,
  "fmax_ev_per_a": 0.59,
  "smiles": "COC(=O)c1ccc(N2C(=O)C[C@@H](N(C)CCc3ccc(OC)c(OC)c3)C2=O)cc1",
  "e_tot_ha": -1453.0102
}

5.
{
  "formula": "C29H22F4O5S2",
  "method": "ωB97M-V/def2-TZVPD",
  "elements": ["S", "S", "F", "F", "F", "F", "O", "O", "O", "O", "O", "C", "C", "C", "C", "C", "C", "C", "C", "C", "C", "C", "C", "C", "C", "C", "C", "C", "C", "C", "C", "C", "C", "C", "C", "C", "C", "C", "C", "C", "H", "H", "H", "H", "H", "H", "H", "H", "H", "H", "H", "H", "H", "H", "H", "H", "H", "H", "H", "H", "H", "H"],
  "coordinates": [[3.95, 5.09, -0.93], [3.66, 7.14, 1.25], [-1.78, 1.56, 4.79], [-4.09, 2.00, -2.60], [2.87, 0.78, 5.46], [-0.60, 2.24, -5.83], [3.28, 3.94, -1.50], [3.98, 6.35, -1.64], [3.00, 7.35, 2.53], [3.30, 4.51, 1.65], [5.10, 7.32, 1.15], [-1.86, 2.34, -1.86], [0.53, 1.12, 5.16], [7.96, 4.90, -0.24], [5.63, 4.49, -0.72], [6.68, 5.38, -0.47], [3.29, 5.45, 0.72], [1.83, 1.17, 4.64], [3.24, 10.38, -1.16], [0.49, 2.68, -1.13], [-0.07, 2.51, -3.53], [-2.75, 2.16, -2.91], [1.62, 8.32, -0.17], [0.26, 2.50, 0.23], [5.88, 3.11, -0.82], [-0.24, 2.14, 3.07], [-2.38, 2.15, -4.25], [2.97, 8.36, 0.13], [4.25, 4.53, 2.81], [1.88, 10.35, -1.48], [1.07, 9.32, -0.99], [-0.48, 1.61, 4.33], [1.07, 2.10, 2.52], [2.12, 1.61, 3.36], [1.30, 2.48, 1.16], [7.18, 2.64, -0.62], [-0.48, 2.51, -2.16], [3.79, 9.39, -0.34], [-1.01, 2.31, -4.51], [8.22, 3.53, -0.34], [1.45, 11.13, -2.11], [6.47, 6.45, -0.44], [0.32, 0.74, 6.15], [0.99, 2.64, -3.76], [7.36, 1.56, -0.69], [3.89, 11.18, -1.53], [-2.20, 2.34, -0.83], [3.98, 5.37, 3.45], [-0.76, 2.34, 0.57], [5.06, 2.43, -1.05], [-1.06, 2.57, 2.50], [0.01, 9.29, -1.22], [8.75, 5.61, 0.00], [1.01, 7.52, 0.23], [4.85, 9.41, -0.07], [3.14, 1.57, 2.97], [1.49, 2.93, -1.44], [-3.11, 2.02, -5.04], [4.05, 3.58, 3.31], [9.23, 3.15, -0.20], [2.32, 2.54, 0.79], [5.27, 4.59, 2.43]],
  "lowdin_charge": [0.696, 0.710, 0.047, 0.048, 0.046, 0.051, -0.362, -0.306, -0.317, -0.219, -0.346, 0.065, 0.090, -0.068, -0.265, -0.060, -0.472, -0.220, -0.071, 0.052, 0.077, -0.222, -0.062, -0.033, -0.069, 0.058, 0.095, -0.297, 0.018, -0.083, -0.076, -0.221, -0.177, 0.053, 0.056, -0.085, -0.181, -0.053, -0.219, -0.084, 0.102, 0.101, 0.139, 0.141, 0.102, 0.105, 0.122, 0.080, 0.096, 0.103, 0.124, 0.102, 0.109, 0.115, 0.114, 0.131, 0.090, 0.139, 0.065, 0.102, 0.122, 0.099],
  "homo_lumo_gap_ev": 3.23,
  "homo_energy_ev": -6.578,
  "fmax_ev_per_a": 3.22,
  "e_tot_ha": -2690.1057
}

6.
{
  "formula": "CHI4N",
  "method": "ωB97M-V/def2-TZVPD",
  "elements": ["I", "I", "I", "I", "N", "C", "H"],
  "coordinates": [[-1.81, -1.94, 0.00], [0.98, 1.70, 1.68], [1.58, -1.65, 0.48], [1.60, 1.09, -1.85], [-1.62, -0.10, -0.57], [0.98, 0.34, 0.01], [-1.71, 0.55, 0.25]],
  "lowdin_charge": [0.698, 0.631, 0.594, 0.679, -0.624, -1.894, -0.083],
  "homo_lumo_gap_ev": [7.18, 7.09],
  "homo_energy_ev": [-8.493, -8.658],
  "fmax_ev_per_a": 1.99,
  "e_tot_ha": -1284.0715
}

7.
{
  "formula": "C3H11NO3",
  "method": "ωB97M-V/def2-TZVPD",
  "elements": ["O", "O", "O", "N", "C", "C", "C", "H", "H", "H", "H", "H", "H", "H", "H", "H", "H", "H"],
  "coordinates": [[-3.92, -2.18, 4.20], [0.65, -0.15, -0.22], [-3.03, 1.22, 5.03], [2.00, 0.33, -2.15], [2.53, -0.39, -3.38], [1.53, 1.75, -2.10], [1.26, -0.44, -1.24], [3.11, -1.30, -3.07], [1.75, -0.79, -4.00], [-3.14, 1.24, 4.06], [1.62, 2.06, -3.16], [-3.81, 0.99, 5.56], [-4.48, -2.93, 4.54], [3.21, 0.23, -4.01], [-3.34, -2.07, 4.99], [0.46, 1.60, -2.00], [1.33, -1.57, -1.53], [2.27, 2.39, -1.51]],
  "lowdin_charge": [-0.102, 0.012, -0.086, -0.191, -0.064, -0.044, -0.368, 0.087, 0.060, 0.051, 0.077, 0.037, 0.051, 0.093, 0.049, 0.080, 0.146, 0.111],
  "homo_lumo_gap_ev": 10.32,
  "homo_energy_ev": -9.492,
  "fmax_ev_per_a": 3.69,
  "smiles": "CN(C)C=O.O.O",
  "e_tot_ha": -401.3230
}

8.
{
  "formula": "C2H4N2O2",
  "method": "ωB97M-V/def2-TZVPD",
  "elements": ["O", "O", "N", "N", "C", "C", "H", "H", "H", "H"],
  "coordinates": [[-1.22, -1.49, 0.03], [0.14, 0.37, -0.15], [2.69, -0.41, -0.09], [-2.08, 0.98, 0.18], [1.55, -0.81, 0.09], [-0.86, -0.37, 0.01], [-1.71, 1.85, 0.56], [2.85, 0.58, -0.30], [-2.65, 1.14, -0.64], [1.28, -1.85, 0.30]],
  "lowdin_charge": [0.126, 0.036, 0.149, 0.029, 0.008, -0.576, 0.004, 0.093, 0.006, 0.125],
  "homo_lumo_gap_ev": [8.75, 8.76],
  "homo_energy_ev": [-8.640, -8.640],
  "fmax_ev_per_a": 7.07,
  "e_tot_ha": -338.4909
}

Please write out number 7 again, unchanged.
{
  "formula": "C3H11NO3",
  "method": "ωB97M-V/def2-TZVPD",
  "elements": ["O", "O", "O", "N", "C", "C", "C", "H", "H", "H", "H", "H", "H", "H", "H", "H", "H", "H"],
  "coordinates": [[-3.92, -2.18, 4.20], [0.65, -0.15, -0.22], [-3.03, 1.22, 5.03], [2.00, 0.33, -2.15], [2.53, -0.39, -3.38], [1.53, 1.75, -2.10], [1.26, -0.44, -1.24], [3.11, -1.30, -3.07], [1.75, -0.79, -4.00], [-3.14, 1.24, 4.06], [1.62, 2.06, -3.16], [-3.81, 0.99, 5.56], [-4.48, -2.93, 4.54], [3.21, 0.23, -4.01], [-3.34, -2.07, 4.99], [0.46, 1.60, -2.00], [1.33, -1.57, -1.53], [2.27, 2.39, -1.51]],
  "lowdin_charge": [-0.102, 0.012, -0.086, -0.191, -0.064, -0.044, -0.368, 0.087, 0.060, 0.051, 0.077, 0.037, 0.051, 0.093, 0.049, 0.080, 0.146, 0.111],
  "homo_lumo_gap_ev": 10.32,
  "homo_energy_ev": -9.492,
  "fmax_ev_per_a": 3.69,
  "smiles": "CN(C)C=O.O.O",
  "e_tot_ha": -401.3230
}